ORCA calculation (the ωB97M-V functional and the def2-TZVPD basis) on a single C26H28N6O4 molecule in a non-equilibrium geometry.

XYZ file:
```
64
Properties=species:S:1:pos:R:3
O 4.766 -0.241 -1.038
O -2.882 0.583 1.316
O 3.419 -2.810 1.064
O -5.495 -0.495 1.244
N -1.332 1.401 -2.738
N 0.007 -0.865 -1.110
N -1.179 3.393 -1.967
N 2.509 -2.178 -0.896
N -1.367 2.697 -3.009
N -1.009 2.552 -0.944
C 3.459 -2.095 0.071
C 0.670 2.613 0.796
C 4.603 -1.175 -0.069
C 5.658 -1.107 0.809
C -4.600 -0.842 0.265
C -1.104 1.296 -1.448
C 1.748 3.060 0.041
C 1.247 -0.195 -1.465
C 5.910 0.408 -0.781
C -3.309 -0.286 0.337
C 6.505 -0.081 0.343
C 3.035 2.661 0.355
C -3.371 0.435 2.635
C -1.015 0.059 -0.627
C -4.910 -1.690 -0.790
C -6.790 -1.041 1.198
C -2.386 -0.580 -0.667
C -2.727 -1.404 -1.729
C 1.288 -2.891 -0.576
C 3.257 1.812 1.427
C -0.732 3.002 0.395
C 0.238 -1.888 -0.102
C 2.263 -1.227 -1.953
C 0.901 1.769 1.875
C 2.189 1.369 2.188
C -3.982 -1.968 -1.780
H -4.366 0.869 2.748
H -1.990 -1.584 -2.493
H -4.257 -2.619 -2.595
H 3.865 3.010 -0.240
H -5.893 -2.127 -0.858
H 1.572 3.714 -0.801
H 7.425 0.248 0.780
H -0.794 0.362 0.410
H -7.320 -0.744 0.287
H 3.178 -0.738 -2.270
H -6.772 -2.133 1.272
H -7.308 -0.631 2.064
H -1.472 2.567 1.074
H 0.590 -1.438 0.845
H -0.846 4.089 0.379
H 4.260 1.494 1.668
H -3.399 -0.615 2.934
H 1.838 -1.774 -2.801
H 5.789 -1.727 1.671
H 0.940 -3.410 -1.471
H 2.359 0.703 3.021
H 1.682 0.348 -0.607
H 1.044 0.514 -2.269
H -2.666 0.972 3.271
H 0.069 1.422 2.471
H 1.504 -3.610 0.215
H 6.192 1.187 -1.462
H -0.708 -2.400 0.086
```

HOMO-LUMO gap (eV): 9.045
Structure (SMILES): COc1cccc([C@H](c2nnnn2Cc2ccccc2)N2CCN(C(=O)c3ccco3)CC2)c1OC
Energy above the lowest of the compared OMol25 structures with the same formula, charge and spin (kcal/mol): 30.8

***

ORCA calculation (the ωB97M-V functional and the def2-TZVPD basis) on a molecular structure, C26H29AsBCrF5N4O11S.

XYZ file:
```
79
Properties=species:S:1:pos:R:3
As -0.734 0.241 -4.721
Cr -2.444 0.771 -2.053
S -3.991 1.144 -4.756
F -3.820 0.537 -0.492
F -5.321 -1.210 -0.610
F 3.466 -1.528 0.386
F -6.075 0.907 -0.099
F -4.799 -0.253 1.416
O -2.663 4.205 0.227
O -2.309 -1.052 -2.166
O -2.936 1.940 -5.336
O -1.045 1.152 -3.334
O -2.919 -3.129 -2.661
O 0.307 -1.085 -4.070
O -0.819 0.558 -0.802
O -2.487 2.635 -1.366
O 0.192 0.932 -5.868
O -3.957 1.135 -3.252
O -5.333 1.397 -5.207
N 6.455 -0.345 4.017
N 0.529 2.722 2.327
N -2.040 -1.269 1.354
N 4.454 -0.135 2.595
C 0.913 3.447 3.506
C -2.217 -0.894 -5.247
C -2.381 -2.329 -1.923
C 5.613 -1.502 4.290
C 1.288 1.671 1.863
C -1.725 -2.800 -0.626
C 0.896 2.724 4.826
C -2.539 -2.452 0.636
C 5.661 -0.316 1.717
C -2.890 -3.073 -6.024
C -1.891 -2.178 -5.667
C -0.552 3.152 1.587
C 6.906 -0.334 2.631
C 3.206 0.241 1.927
C 0.852 0.964 0.733
C -0.152 3.750 4.513
C 2.495 1.293 2.464
C 2.750 -0.464 0.824
C 4.307 -1.336 3.481
C -3.556 -0.523 -5.199
C -2.192 3.187 -0.265
C -1.033 2.539 0.491
C -4.554 -1.419 -5.532
C -0.409 1.322 0.052
C -4.221 -2.700 -5.945
C 1.577 -0.104 0.218
B -5.067 -0.012 0.043
H 5.384 -1.529 5.353
H 6.095 -2.451 4.024
H 5.666 0.503 1.002
H 7.229 -0.279 4.662
H -1.045 4.048 1.940
H 1.199 -0.761 -4.250
H 4.720 0.633 3.219
H -0.105 4.707 5.010
H -5.002 -3.405 -6.199
H -1.489 -1.557 2.152
H 7.511 0.556 2.466
H -0.856 -2.485 -5.688
H -1.148 3.392 4.291
H -5.585 -1.095 -5.473
H 1.663 2.970 5.548
H -2.621 -4.074 -6.341
H 2.875 1.830 3.325
H 3.433 -1.165 4.105
H -2.830 -0.727 1.687
H 5.530 -1.246 1.177
H 0.585 1.688 4.807
H 7.515 -1.209 2.376
H 4.106 -2.178 2.822
H 1.185 -0.626 -0.650
H -1.641 -3.882 -0.728
H -2.553 -3.328 1.296
H 1.679 4.200 3.350
H -0.721 -2.378 -0.536
H -3.574 -2.273 0.350
```

Multiplicity: 2
HOMO-LUMO gap (spin up / spin down) (eV): 5.426 / 5.007
Total charge: -1

***

Electronic energy values (in hartree) by entry order: -1636.9999, -6257.7588.